(1)
The following is a quantum chemistry calculation of a 3-piece molecular cluster, C27H63N3O6PS overall, from the Open Molecules 2025 dataset.

```
101
Properties=species:S:1:pos:R:3:forces:R:3:lowdin_charge:R:1
C -3.801 2.085 5.062 0.06 -0.22 0.20 -0.136
C -4.042 0.876 4.155 -0.24 0.19 0.08 -0.300
C -4.031 1.137 2.630 0.12 0.10 0.16 -0.445
C -3.738 2.583 2.241 -0.18 -0.16 -0.21 -0.148
P -2.911 0.001 1.622 -0.66 -0.01 -0.74 0.425
O -3.482 -1.353 2.493 0.09 0.13 0.15 -0.268
S -1.124 0.175 3.031 0.13 -0.10 0.48 0.478
O -1.939 -1.106 0.633 0.07 0.13 0.31 -0.319
C -2.722 -1.771 -0.302 -0.43 -0.24 -0.25 -0.407
C -1.847 -2.407 -1.358 0.17 -0.31 -0.11 -0.143
C -1.085 -3.637 -0.833 -0.06 0.12 0.17 -0.196
C 0.417 -3.396 -0.767 -0.03 -0.09 0.27 -0.214
C 0.761 -2.359 0.298 0.17 -0.01 -0.28 -0.216
C 2.237 -2.302 0.649 -0.02 0.25 0.27 -0.221
C 2.529 -1.166 1.630 -0.04 0.14 -0.15 -0.194
C 2.262 0.224 1.023 -0.02 -0.17 0.31 -0.196
C 3.257 1.316 1.449 -0.04 -0.15 -0.13 -0.198
C 3.782 2.132 0.269 -0.16 0.23 0.24 -0.203
C 2.661 2.744 -0.596 0.24 0.00 -0.06 -0.165
C 2.592 2.200 -2.013 -0.16 0.04 -0.07 -0.245
O 2.182 3.239 -2.893 0.02 0.09 0.03 -0.199
C 1.916 2.763 -4.189 0.03 -0.04 0.05 -0.129
C -3.733 -0.737 -0.781 0.26 0.32 -0.03 -0.362
C -3.109 0.256 -1.762 -0.20 -0.10 -0.42 -0.164
C -3.904 1.550 -1.923 0.11 0.07 0.13 -0.195
C -3.631 2.194 -3.282 0.09 -0.09 0.27 -0.202
C -3.874 3.693 -3.390 -0.21 0.03 -0.07 -0.220
N -3.362 4.418 -2.217 0.48 0.25 -0.36 0.007
C -3.353 5.815 -2.349 -0.08 -0.17 0.09 -0.554
N -4.434 6.468 -2.387 -0.03 0.06 -0.12 0.134
N -2.065 6.450 -2.453 -0.08 0.20 0.09 0.077
O -4.160 -0.103 0.389 -0.01 -0.07 0.33 -0.249
H -4.687 2.716 5.158 0.04 0.16 -0.16 0.061
H -3.561 1.735 6.069 -0.02 0.01 0.04 0.061
H -2.955 2.685 4.730 0.00 0.07 -0.04 0.056
H -5.022 0.467 4.416 0.02 -0.13 0.03 0.098
H -3.324 0.110 4.427 0.07 -0.06 -0.11 0.036
H -5.030 0.916 2.256 0.00 -0.12 -0.07 0.099
H -3.913 2.701 1.170 0.05 0.05 -0.03 0.053
H -4.409 3.277 2.751 0.08 0.09 0.09 0.068
H -2.701 2.855 2.442 0.03 0.07 0.07 0.059
H -2.336 1.093 0.899 0.23 -0.01 0.10 0.022
H -2.745 -1.962 2.592 0.03 -0.09 -0.08 0.027
H -0.425 1.044 2.302 -0.02 0.07 -0.15 -0.239
H -3.315 -2.588 0.148 0.07 0.08 0.23 0.145
H -1.107 -1.680 -1.703 -0.16 0.14 -0.17 0.110
H -2.470 -2.702 -2.206 -0.03 0.10 -0.07 0.117
H -1.421 -3.846 0.187 -0.08 -0.08 -0.01 0.110
H -1.317 -4.526 -1.422 0.06 0.00 -0.12 0.099
H 0.925 -4.336 -0.524 0.07 -0.04 -0.10 0.086
H 0.770 -3.059 -1.748 0.15 -0.09 -0.03 0.113
H 0.181 -2.559 1.202 0.00 0.07 0.01 0.118
H 0.433 -1.378 -0.050 -0.11 -0.01 0.15 0.102
H 2.556 -3.242 1.106 0.01 -0.05 -0.13 0.091
H 2.827 -2.137 -0.263 0.09 -0.11 -0.05 0.111
H 3.565 -1.213 1.974 0.04 -0.09 0.03 0.085
H 1.888 -1.306 2.504 0.05 0.03 0.11 0.105
H 2.262 0.124 -0.067 0.06 0.04 -0.07 0.100
H 1.252 0.517 1.312 0.01 -0.01 -0.27 0.061
H 4.105 0.861 1.966 0.05 0.03 0.04 0.094
H 2.782 1.995 2.160 -0.01 0.01 0.07 0.111
H 4.452 1.513 -0.333 -0.04 -0.05 -0.09 0.102
H 4.391 2.948 0.665 0.14 -0.03 -0.03 0.102
H 1.701 2.601 -0.103 -0.08 0.11 0.00 0.114
H 2.824 3.817 -0.699 -0.04 0.06 0.03 0.110
H 3.578 1.840 -2.332 0.03 -0.06 -0.04 0.118
H 1.879 1.370 -2.088 0.06 -0.12 0.03 0.120
H 1.932 3.612 -4.868 -0.06 0.05 -0.02 0.082
H 2.676 2.043 -4.513 0.04 0.00 -0.03 0.083
H 0.937 2.274 -4.238 -0.04 -0.06 -0.03 0.083
H -4.590 -1.218 -1.274 -0.07 0.00 0.09 0.149
H -2.086 0.495 -1.463 0.04 0.00 0.07 0.115
H -3.045 -0.240 -2.740 0.06 -0.04 -0.01 0.112
H -3.603 2.237 -1.134 -0.13 -0.01 0.11 0.085
H -4.969 1.362 -1.770 -0.06 0.04 -0.07 0.122
H -2.578 2.007 -3.522 0.04 0.00 -0.06 0.103
H -4.223 1.685 -4.046 0.08 0.02 -0.14 0.111
H -4.925 3.946 -3.515 -0.09 -0.08 0.20 0.110
H -3.368 4.045 -4.301 -0.06 0.05 -0.04 0.107
H -2.419 4.110 -2.008 -0.05 -0.18 -0.01 0.115
H -4.206 7.446 -2.541 -0.02 0.00 -0.02 0.040
H -1.491 5.976 -3.139 0.08 -0.12 0.12 0.068
H -1.573 6.439 -1.566 0.01 0.01 0.02 0.077
C 6.690 -3.128 1.201 0.00 0.10 0.07 -0.088
C 6.299 -1.713 0.812 0.15 0.00 0.01 -0.318
O 6.619 -0.768 1.831 -0.06 -0.01 -0.03 -0.085
H 6.195 -3.419 2.126 -0.05 -0.01 -0.03 0.079
H 6.415 -3.843 0.426 -0.01 0.00 0.00 0.066
H 7.771 -3.192 1.361 0.01 -0.02 -0.04 0.069
H 5.224 -1.633 0.663 -0.01 -0.02 0.00 0.088
H 6.790 -1.425 -0.125 -0.05 -0.03 -0.04 0.109
H 7.569 -0.805 1.980 0.00 0.00 0.03 0.074
C 3.105 -7.336 -0.096 0.09 0.03 -0.01 -0.092
C 2.904 -6.250 0.944 -0.03 0.08 -0.06 -0.322
O 3.879 -5.219 0.849 0.19 -0.24 -0.02 -0.102
H 4.099 -7.774 -0.003 -0.01 -0.02 0.01 0.072
H 2.361 -8.126 0.015 -0.02 0.00 0.00 0.072
H 3.012 -6.923 -1.104 -0.04 -0.01 0.00 0.072
H 3.006 -6.657 1.950 0.00 0.00 0.01 0.113
H 1.900 -5.823 0.856 -0.02 -0.02 0.05 0.096
H 3.812 -4.820 -0.025 -0.09 0.08 0.03 0.074
```
Positions in Å, forces in eV/Å.

## Properties
* net charge: -1
* gap between HOMO and LUMO: 7.21 eV
* LUMO level: 2.29 eV
* F_max: 0.019 Eh/bohr


(2)
The following is a quantum chemistry calculation of C20H65AsF6N19O11 as an isolated structure in a non-equilibrium geometry, from the Open Molecules 2025 dataset.

```
122
Properties=species:S:1:pos:R:3:forces:R:3:lowdin_charge:R:1
As 12.783 23.078 -20.611 -1.56 -0.62 1.73 0.829
F 13.324 24.193 -21.804 0.17 -0.11 -0.25 -0.268
F 14.180 23.474 -19.550 -1.11 -0.14 -0.66 -0.317
F 12.132 21.932 -19.344 0.53 1.33 -1.19 -0.331
F 11.331 22.654 -21.678 1.71 0.54 1.23 -0.343
F 13.715 21.773 -21.225 -0.17 0.05 -0.45 -0.256
F 11.873 24.416 -19.868 0.32 -0.93 -0.36 -0.311
C 19.481 15.268 -15.994 -0.77 -0.14 0.62 -0.073
C 18.662 15.547 -17.259 1.76 0.94 2.30 -0.495
C 19.611 15.903 -18.392 0.30 -0.16 0.38 -0.206
O 18.995 15.906 -19.649 1.23 -1.02 -0.97 -0.166
C 18.220 17.000 -19.898 -1.96 2.17 0.95 -0.146
N 17.729 14.517 -17.451 -1.02 -1.27 -1.81 0.051
H 19.913 16.195 -15.616 0.50 -0.27 -0.03 0.079
H 20.152 14.409 -16.012 0.57 0.31 -0.61 0.075
H 18.778 14.926 -15.235 -0.30 0.32 0.14 0.074
H 18.075 16.406 -16.936 -0.06 0.41 -0.48 0.133
H 20.463 15.223 -18.436 -0.28 -0.60 -0.17 0.127
H 20.116 16.827 -18.112 -0.27 0.67 -0.33 0.128
H 18.686 17.984 -19.850 0.96 -0.03 -0.10 0.091
H 17.489 17.093 -19.095 -0.56 0.01 0.12 0.082
H 17.633 17.041 -20.816 0.42 -0.95 -0.25 0.097
H 18.172 13.629 -17.638 0.62 -0.51 0.68 0.081
H 17.464 14.683 -18.412 -1.18 0.13 -0.45 0.067
C 23.310 24.682 -26.383 -0.44 -0.84 -0.74 -0.069
C 21.828 24.760 -26.884 0.24 0.14 2.26 -0.390
C 20.813 23.990 -25.965 1.70 -0.67 -2.73 -0.265
O 20.797 24.538 -24.738 1.11 1.52 1.23 -0.165
C 20.169 23.763 -23.802 -2.16 -0.22 0.75 -0.125
N 21.583 26.180 -26.934 -0.37 1.02 -1.22 0.021
H 23.520 25.260 -25.482 -0.26 0.24 -0.21 0.072
H 23.890 25.021 -27.241 0.26 0.37 0.32 0.067
H 23.674 23.674 -26.181 -0.31 -0.27 0.04 0.065
H 21.774 24.279 -27.860 -0.06 0.34 -0.20 0.130
H 21.185 22.965 -25.937 0.09 -0.51 0.17 0.116
H 19.851 23.915 -26.471 -0.56 0.38 0.11 0.122
H 20.511 22.734 -23.692 0.60 0.01 -0.03 0.092
H 19.129 23.688 -24.118 -0.49 -0.37 0.04 0.088
H 20.093 24.275 -22.843 0.59 -0.01 -0.01 0.095
H 21.705 26.749 -26.108 0.11 -0.69 0.21 0.075
H 20.781 26.531 -27.438 -0.10 -0.42 0.01 0.071
C 6.865 13.916 -23.269 0.50 0.07 0.28 -0.050
C 7.558 13.699 -21.890 0.08 1.13 -1.08 -0.438
C 9.087 13.956 -21.753 -0.09 0.02 -1.95 -0.183
O 9.449 15.320 -22.118 -0.63 -1.44 0.99 -0.199
C 10.370 16.042 -21.294 -0.46 0.27 -1.35 -0.096
N 6.879 14.593 -21.019 -0.47 0.14 2.17 0.014
H 5.911 13.394 -23.341 0.37 -0.75 -0.04 0.069
H 7.539 13.751 -24.110 -0.27 -0.26 -0.10 0.071
H 6.481 14.934 -23.333 0.63 0.34 0.03 0.068
H 7.392 12.699 -21.489 0.01 -0.31 -0.32 0.127
H 9.528 13.257 -22.464 0.58 0.09 -0.37 0.107
H 9.467 13.594 -20.798 -0.18 0.61 0.48 0.116
H 10.405 16.984 -21.841 0.44 0.14 0.20 0.089
H 11.358 15.582 -21.322 0.04 -0.04 0.33 0.083
H 10.027 16.303 -20.293 -0.14 -0.55 0.20 0.082
H 7.515 14.565 -20.235 -0.60 0.57 1.01 0.063
H 6.869 15.561 -21.306 0.18 -0.01 -0.49 0.078
C 7.541 24.898 -15.399 2.40 0.74 1.52 -0.838
O 7.019 24.840 -16.440 -3.63 -0.78 -4.28 0.086
N 7.053 25.362 -14.271 -3.23 1.23 3.24 0.152
N 8.819 24.629 -15.272 3.48 -1.44 -0.06 0.151
H 6.047 25.291 -14.215 0.01 0.41 0.02 0.111
H 7.494 25.178 -13.381 0.10 -0.19 -0.40 0.105
H 9.170 24.109 -16.064 0.75 0.51 0.24 0.122
H 9.393 25.110 -14.595 0.11 -0.51 -0.37 0.110
C 16.715 28.839 -25.104 -1.92 3.28 -0.07 -0.860
O 17.148 28.833 -26.198 1.32 0.26 -4.32 0.081
N 17.068 28.059 -24.180 3.16 -5.79 4.17 0.160
N 15.893 29.737 -24.575 -2.47 2.71 -0.52 0.149
H 17.818 27.485 -24.539 -0.18 -0.79 0.71 0.124
H 16.381 27.672 -23.549 0.41 -0.08 0.00 0.128
H 15.853 29.842 -23.571 -0.07 0.29 -0.51 0.107
H 15.605 30.467 -25.211 -0.22 0.07 0.55 0.110
C 5.726 20.586 -20.106 -3.38 -5.21 -2.85 -0.955
O 5.279 19.617 -20.661 -1.26 -2.91 -1.46 0.041
N 6.899 20.893 -20.048 11.36 2.30 -0.27 0.197
N 5.020 21.413 -19.515 -6.49 4.99 3.75 0.176
H 7.591 20.351 -20.547 -0.01 0.38 0.09 0.145
H 7.049 21.872 -19.853 1.15 -0.43 -0.18 0.132
H 5.460 22.139 -18.967 -1.10 -0.11 0.24 0.128
H 4.062 21.095 -19.525 -0.19 1.02 0.69 0.136
C 15.527 20.976 -14.058 1.84 2.01 -0.66 -0.880
O 15.648 20.599 -12.969 0.12 -2.15 6.58 0.086
N 15.964 22.178 -14.428 0.44 2.68 -0.07 0.152
N 15.250 20.245 -15.055 -2.30 -3.18 -4.82 0.179
H 16.190 22.689 -13.587 -0.17 0.80 -0.62 0.112
H 15.534 22.578 -15.250 0.39 0.70 0.41 0.104
H 14.983 20.808 -15.850 -0.20 -1.17 -0.57 0.118
H 14.871 19.324 -14.886 -0.14 0.32 -0.31 0.130
C 15.031 20.425 -27.609 -1.67 -2.16 2.43 -0.764
O 14.923 20.016 -26.444 0.93 0.69 -0.64 0.009
N 14.733 19.598 -28.609 -0.10 -1.95 -1.38 0.136
N 15.306 21.645 -27.968 0.77 2.05 0.16 0.166
H 14.376 19.905 -29.502 0.10 -0.34 0.29 0.100
H 14.556 18.682 -28.223 -0.41 0.00 -0.72 0.111
H 15.238 21.873 -28.950 0.38 0.76 0.66 0.113
H 15.497 22.193 -27.141 0.00 0.95 -0.82 0.128
C 9.468 26.298 -25.291 -0.26 -0.55 -1.16 -0.828
O 9.159 27.119 -26.091 -0.84 2.51 -2.01 0.058
N 9.647 25.025 -25.531 0.40 -3.98 -2.18 0.150
N 9.671 26.423 -24.030 0.71 2.35 6.63 0.157
H 9.686 24.702 -26.487 0.08 -0.21 0.47 0.119
H 9.885 24.473 -24.720 0.02 -0.72 -1.16 0.107
H 10.018 25.641 -23.493 -0.08 0.53 0.08 0.112
H 9.454 27.236 -23.471 0.07 0.01 -0.59 0.122
C 9.365 30.955 -18.259 1.68 2.71 2.93 -0.761
O 10.423 31.410 -17.862 1.32 -0.49 -0.58 0.018
N 8.249 31.612 -17.924 -3.27 0.78 -0.11 0.135
N 9.113 29.829 -18.870 -0.42 -2.00 -1.60 0.170
H 7.386 31.107 -18.061 -0.09 0.56 0.27 0.090
H 8.178 32.468 -17.393 0.67 -0.35 -0.27 0.114
H 8.120 29.760 -19.042 0.54 -1.32 -0.34 0.104
H 9.755 29.056 -18.766 -0.40 0.06 -0.30 0.130
C 16.607 29.433 -18.101 1.94 -2.82 0.13 -0.780
O 17.726 29.050 -17.859 1.84 -0.07 0.38 0.028
N 16.186 30.650 -17.902 -2.34 4.07 0.01 0.160
N 15.689 28.563 -18.543 -1.97 0.02 -0.73 0.156
H 16.747 31.477 -17.757 0.49 -0.81 0.05 0.119
H 15.283 30.889 -18.288 0.05 0.06 0.19 0.102
H 15.870 27.573 -18.626 0.02 0.44 0.09 0.119
H 14.767 28.955 -18.671 -0.07 -0.90 -0.13 0.096
```
Positions in Å, forces in eV/Å.

## Properties
* energy above the lowest of the compared OMol25 structures with the same formula, charge and spin: 2.808 eV
* net charge: -1
* gap between HOMO and LUMO: 8.93 eV
* LUMO level: 1.57 eV
* F_max: 0.225 Eh/bohr


(3)
The following is a quantum chemistry calculation of one molecule with the formula C2H2N2O3 in a non-equilibrium geometry, from the Open Molecules 2025 dataset.

```
9
Properties=species:S:1:pos:R:3:forces:R:3:lowdin_charge:R:1
O -1.154 1.250 -0.152 1.50 1.57 0.95 0.079
C 0.010 0.562 0.009 0.43 -1.40 -0.52 -0.349
N 1.314 0.981 0.051 0.06 -0.93 -1.05 0.083
N 2.107 -0.046 -0.086 -2.22 1.39 1.03 0.050
O 1.272 -1.171 -0.090 -0.02 -1.10 -0.33 0.055
C -0.002 -0.788 -0.054 2.40 1.33 0.34 -0.368
O -0.953 -1.663 -0.018 -0.79 -1.49 -0.16 0.187
H -0.806 2.111 0.141 -1.24 0.49 -0.23 0.122
H -1.788 -1.237 0.200 -0.12 0.14 -0.03 0.141
```
Positions in Å, forces in eV/Å.

## Properties
* energy above the lowest of the compared OMol25 structures with the same formula, charge and spin: 2.555 eV
* gap between HOMO and LUMO: 9.39 eV
* LUMO level: 0.30 eV
* F_max: 0.055 Eh/bohr
* SMILES string: Oc1nnoc1O


(4)
The following is a quantum chemistry calculation of C21H22FHfIN4O7S5 as an isolated structure, from the Open Molecules 2025 dataset.

```
62
Properties=species:S:1:pos:R:3:forces:R:3:lowdin_charge:R:1
Hf -2.504 -2.405 -1.661 -0.18 0.52 -0.40 1.282
C 1.577 -0.412 4.557 -0.06 0.03 -0.03 -0.061
C 0.364 0.448 4.225 0.06 -0.03 0.04 -0.191
N -0.101 0.247 2.855 -0.04 0.00 0.02 -0.032
C -1.147 -0.592 2.635 0.05 0.03 -0.09 0.057
C -1.611 -0.948 1.413 -0.01 -0.02 -0.06 -0.017
C -2.844 -1.824 1.347 -0.06 0.00 0.15 -0.576
O -3.271 -2.297 2.380 -0.07 0.06 -0.04 0.083
O -3.379 -1.903 0.174 0.13 -0.13 0.12 -0.251
C -0.936 -0.471 0.253 -0.11 -0.02 0.09 -0.265
O -1.174 -0.804 -0.916 0.18 -0.04 0.09 -0.189
C 0.123 0.510 0.480 0.11 0.03 0.13 -0.019
C 0.720 1.106 -0.630 0.01 0.01 -0.09 0.121
C 1.720 2.017 -0.440 -0.07 0.00 -0.05 -0.186
F 2.265 2.646 -1.505 0.03 0.02 0.03 0.072
C 2.191 2.332 0.836 -0.07 -0.04 0.08 -0.164
C 1.600 1.736 1.937 0.14 0.06 -0.03 0.056
C 0.539 0.836 1.779 -0.08 -0.09 -0.07 -0.116
N 3.253 3.264 1.060 0.04 -0.01 0.05 -0.124
C 2.882 4.630 1.394 0.00 0.00 -0.06 -0.119
C 3.928 5.150 2.399 -0.11 0.00 0.00 -0.074
N 5.160 4.302 2.245 0.06 0.03 0.02 0.042
C 5.503 4.112 0.799 -0.02 -0.03 -0.09 -0.072
C 4.401 3.238 0.165 0.00 -0.03 0.01 -0.129
H 1.889 -0.242 5.587 0.01 0.00 0.00 0.078
H 2.414 -0.189 3.895 0.01 -0.01 0.01 0.067
H 1.329 -1.466 4.441 0.02 -0.01 0.00 0.089
H 0.566 1.509 4.381 -0.01 0.00 -0.01 0.111
H -0.467 0.191 4.880 -0.01 0.01 -0.01 0.124
H -1.640 -1.006 3.505 0.01 0.01 0.02 0.150
H 0.361 0.842 -1.621 0.01 0.01 0.00 0.142
H 1.998 1.974 2.914 -0.02 -0.01 0.00 0.109
H 1.896 4.641 1.850 0.01 0.02 0.01 0.139
H 2.845 5.274 0.506 0.00 0.00 0.00 0.138
H 3.593 5.040 3.428 0.03 0.00 0.01 0.134
H 4.214 6.185 2.222 0.01 0.00 -0.01 0.134
H 4.940 3.380 2.629 -0.01 0.00 0.00 0.181
H 5.941 4.702 2.764 0.00 -0.02 0.01 0.183
H 6.487 3.655 0.729 0.00 0.00 0.02 0.135
H 5.546 5.107 0.359 0.01 0.00 0.01 0.136
H 4.733 2.206 0.060 0.03 0.00 0.02 0.143
H 4.192 3.624 -0.835 -0.03 0.01 0.00 0.125
S -1.219 -1.223 -3.729 0.14 -0.09 0.15 -0.014
S -2.521 -0.695 -5.191 -0.20 0.13 -0.21 -0.110
S -4.417 -0.435 -4.209 -0.05 0.00 -0.20 -0.108
S -4.013 -0.344 -2.227 0.07 0.01 0.14 -0.054
O -0.681 -5.800 -0.669 -0.01 0.01 0.01 -0.265
S -1.311 -4.561 -0.975 0.00 -0.28 -0.10 0.323
O -0.951 -3.383 -0.122 0.06 0.10 0.18 -0.370
O -1.066 -3.998 -2.365 0.04 -0.03 0.09 -0.459
O -2.822 -4.533 -0.933 0.05 -0.04 0.07 -0.428
I -6.102 -3.277 -1.465 -0.09 -0.13 -0.01 1.002
C -5.129 -3.725 -3.249 0.02 0.05 0.15 -0.775
C -5.845 -4.328 -4.268 0.03 0.02 0.03 -0.134
C -5.176 -4.651 -5.435 -0.01 -0.01 -0.01 -0.054
C -3.825 -4.377 -5.532 -0.02 -0.02 -0.04 -0.042
C -3.188 -3.773 -4.467 -0.04 0.02 0.05 -0.187
N -3.830 -3.438 -3.335 0.02 -0.15 -0.20 -0.131
H -6.896 -4.532 -4.135 0.00 0.00 -0.01 0.089
H -5.710 -5.116 -6.254 0.01 0.00 0.00 0.110
H -3.259 -4.611 -6.422 0.00 0.00 0.00 0.112
H -2.132 -3.542 -4.493 0.00 0.01 0.01 0.048
```
Positions in Å, forces in eV/Å.

## Properties
* energy above the lowest of the compared OMol25 structures with the same formula, charge and spin: 1.935 eV
* gap between HOMO and LUMO: 3.04 eV
* LUMO level: -2.02 eV
* F_max: 0.013 Eh/bohr


Number 1: HOMO -4.91 eV, E -2421.8507 Ha. Number 2: HOMO -7.35 eV, E -5504.1935 Ha. Number 3: HOMO -9.09 eV, E -412.5571 Ha. Number 4: HOMO -5.06 eV, E -3995.8423 Ha.